Entry 1:
# C21H13F5N3O2RuS2Se2Te2

A structure of composition C21H13F5N3O2RuS2Se2Te2 (ωB97M-V/def2-TZVPD, the Open Molecules 2025 dataset).

```
! RIJCOSX wB97M-V def2-TZVPD def2/J DEFGRID3
* xyz -2 2
Ru -0.1040 -0.0986 0.2291
O 2.8022 -0.6060 3.2210
C 2.2824 -0.6209 2.1066
O 1.2640 0.0913 1.7862
C 2.9989 -1.4295 1.0297
C 4.3896 -1.3199 1.0398
C 5.1826 -1.9309 0.0835
C 4.5700 -2.7056 -0.8963
C 3.1951 -2.8497 -0.9011
C 2.3730 -2.2152 0.0473
S 0.6417 -2.4623 -0.0518
H 4.8341 -0.7344 1.8356
H 6.2604 -1.8159 0.1083
H 5.1651 -3.2012 -1.6566
H 2.7114 -3.4541 -1.6596
N -1.1239 -0.4356 -3.8610
C -2.4119 0.1090 -4.0685
C -2.7686 0.6659 -5.2869
C -4.0531 1.1606 -5.4706
C -4.9617 1.1329 -4.4231
C -4.5899 0.6107 -3.1911
C -3.3219 0.0725 -3.0182
S -2.8626 -0.6781 -1.4907
N -1.1813 -0.3074 -1.5086
C -0.5329 -0.2526 -2.6122
C 0.8954 0.0707 -2.5123
C 1.7791 0.1324 -3.5810
C 3.0914 0.5062 -3.3417
C 3.4733 0.8445 -2.0557
C 2.5363 0.7634 -1.0393
N 1.2914 0.3506 -1.2594
H -0.4983 -0.2785 -4.6330
H -2.0428 0.7006 -6.0930
H -4.3349 1.5758 -6.4304
H -5.9625 1.5228 -4.5572
H -5.2811 0.5857 -2.3563
H 1.4642 -0.1251 -4.5829
H 3.8044 0.5380 -4.1557
H 4.4839 1.1496 -1.8253
H 2.7569 1.0281 -0.0159
Se -1.9245 -0.5912 1.6933
Te -6.1562 -1.7150 -0.5870
Te -4.9721 -2.8368 1.5732
Se -2.5002 -2.7974 1.1816
F -0.6820 2.4796 -0.9971
C -0.3724 1.9652 0.2801
F 0.8284 2.6076 0.5857
C -1.3874 2.6865 1.1762
F -1.2140 2.3751 2.4667
F -1.2877 4.0376 1.0901
F -2.6453 2.3805 0.8350
*
```

## Properties
⟨S²⟩: 0.759
Gap between HOMO and LUMO (alpha / beta) in eV: 5.0430 / 4.9651

***

Entry 2:
# C21H13NO4SV

A structure of composition C21H13NO4SV in a non-equilibrium geometry (ωB97M-V/def2-TZVPD, the Open Molecules 2025 dataset).

```
! RIJCOSX wB97M-V def2-TZVPD def2/J DEFGRID3
* xyz 1 3
V 0.0303 0.1036 -0.3252
S -3.7952 -0.4080 1.6628
C -4.1449 -0.2700 -0.0276
C -5.3670 -0.4185 -0.6796
C -5.3809 -0.2525 -2.0484
C -4.2094 0.0604 -2.7533
C -3.0026 0.2077 -2.1063
C -2.9855 0.0300 -0.7256
N -1.8560 0.1236 0.1084
C -2.1451 -0.0739 1.3801
C -1.1581 -0.0231 2.4929
C -1.5044 -0.6286 3.7025
C -0.6655 -0.5608 4.7981
C 0.5412 0.1253 4.7130
C 0.8971 0.7344 3.5235
C 0.0669 0.6671 2.4095
H -6.2712 -0.6489 -0.1324
H -6.3132 -0.3609 -2.5864
H -4.2538 0.1950 -3.8257
H -2.1013 0.4654 -2.6470
H -2.4412 -1.1662 3.7893
H -0.9566 -1.0390 5.7242
H 1.1914 0.1913 5.5758
H 1.8192 1.2954 3.4323
O 1.2787 2.3004 1.1576
C 0.5352 1.3473 1.1295
O 1.8967 -0.8087 -0.2016
C 2.9721 -0.4937 -1.0957
C 4.2026 -1.0096 -0.7511
C 5.3022 -0.7506 -1.5514
C 5.1601 0.0248 -2.6929
C 3.9154 0.5255 -3.0223
C 2.7919 0.2816 -2.2369
C 1.5000 0.8600 -2.7293
O 1.3706 1.4380 -3.7546
O 0.4431 0.6212 -1.8993
H 2.2770 -1.2747 0.5577
H 4.3091 -1.6147 0.1444
H 6.2662 -1.1587 -1.2782
H 6.0142 0.2347 -3.3219
H 3.7706 1.1286 -3.9089
*
```

## Properties
⟨S²⟩: 2.025
Gap between HOMO and LUMO (alpha / beta) in eV: 7.6571 / 7.3785

***

Entry 3:
# C21H14AgF5N4OS3Se

A structure of composition C21H14AgF5N4OS3Se (ωB97M-V/def2-TZVPD, the Open Molecules 2025 dataset).

```
! RIJCOSX wB97M-V def2-TZVPD def2/J DEFGRID3
* xyz -2 1
Ag -2.1584 1.5996 -0.2684
S -2.5587 -0.2406 -2.0042
C 0.5217 0.3373 -2.6218
C 0.7841 -0.4578 -3.7764
N 1.0778 -1.0698 -4.7103
C -0.2381 1.6259 -2.9362
S -0.4889 2.9197 -1.7063
C 0.2934 2.2846 -4.1152
N 0.7189 2.8278 -5.0375
C 2.3101 0.5872 2.5852
C 2.8241 0.7921 1.1611
C 1.7285 1.2463 0.1954
N 0.8100 0.1743 -0.1724
C 0.6564 -0.3272 -1.4343
S -1.9383 0.8998 -3.5586
N 0.5514 -1.7404 -1.5102
C 1.3822 -2.7105 -1.0569
O 1.0602 -3.8880 -1.0336
C 2.7774 -2.3167 -0.6759
C 3.6073 -1.6904 -1.5993
C 4.9460 -1.4883 -1.2986
C 5.4563 -1.8920 -0.0727
C 4.6251 -2.5079 0.8543
C 3.2923 -2.7292 0.5480
H 3.1232 0.2771 3.2460
H 1.5375 -0.1846 2.6222
H 1.8819 1.5127 2.9741
H 3.2823 -0.1273 0.8039
H 3.5995 1.5639 1.1616
H 2.1628 1.6396 -0.7192
H 1.1657 2.0584 0.6542
H 0.6103 -0.4810 0.5655
H -0.3128 -2.0727 -1.9247
H 3.1984 -1.3713 -2.5516
H 5.5922 -1.0128 -2.0258
H 6.5021 -1.7304 0.1588
H 5.0150 -2.8226 1.8146
H 2.6364 -3.2256 1.2526
F -8.6668 0.3655 2.1034
C -7.3775 0.7412 2.1309
C -6.3745 -0.2027 2.2519
F -6.7110 -1.4997 2.3567
C -5.0522 0.1919 2.2839
F -4.1268 -0.7576 2.4311
C -4.6634 1.5323 2.1888
Se -2.8632 2.0691 2.2542
C -5.7088 2.4569 2.1020
F -5.4419 3.7660 2.0632
C -7.0362 2.0787 2.0658
F -8.0132 2.9991 1.9809
*
```

## Properties
Gap between HOMO and LUMO in eV: 5.5016

***

Entry 4:
# C21H14AsMoN4O13S2

A structure of composition C21H14AsMoN4O13S2 in a non-equilibrium geometry (ωB97M-V/def2-TZVPD, the Open Molecules 2025 dataset).

```
! RIJCOSX wB97M-V def2-TZVPD def2/J DEFGRID3
* xyz 1 1
Mo -0.7584 -0.9269 0.4116
N 4.1936 2.6442 -4.3880
C 3.7815 1.9483 -3.3086
C 2.4150 1.6986 -3.0841
C 2.0079 0.9942 -1.9724
C 2.9536 0.5112 -1.0790
C 4.3087 0.7277 -1.2905
C 4.7184 1.4432 -2.3902
S 2.4624 -0.4602 0.3084
O 1.9084 0.3011 1.3991
O 3.4334 -1.4421 0.6408
N 1.0485 -1.2686 -0.2914
C 0.8865 -2.5043 -0.7792
N -0.4675 -2.6810 -0.8374
C -0.9397 -3.8405 -1.2862
C -0.0553 -4.8355 -1.6692
C 1.3087 -4.5659 -1.5458
N 1.7801 -3.4087 -1.1108
H 3.5355 3.0560 -5.0220
H 5.1682 2.8495 -4.5197
H 1.6849 2.0649 -3.7904
H 0.9507 0.8097 -1.8046
H 5.0175 0.3251 -0.5866
H 5.7681 1.6212 -2.5624
H -2.0167 -3.9530 -1.3210
H -0.4135 -5.7800 -2.0426
H 2.0620 -5.2996 -1.7964
O -2.4305 -3.3433 5.7180
C -1.9692 -3.1485 4.6392
C -2.5870 -3.5791 3.2829
O -3.3909 -4.4449 3.1036
C -1.8557 -2.7339 2.2920
C -0.7326 -2.1497 2.8797
O -0.0893 -1.4203 2.0020
C -0.6707 -2.3500 4.3370
O 0.1446 -1.9805 5.1294
O -2.0306 -2.4265 1.0576
O -0.3646 1.1662 2.9672
As -0.1788 1.9587 1.4594
O 1.0073 3.0284 1.5290
O -0.2366 0.7256 0.2466
C -1.8065 2.8541 0.8118
C -1.7957 4.2483 0.7937
C -2.7970 4.9452 0.1301
C -3.7925 4.2532 -0.5460
C -3.8056 2.8661 -0.5367
C -2.8092 2.1734 0.1322
S -3.0463 0.4128 0.3196
O -2.3434 0.0423 1.5700
O -4.4259 0.1214 0.2416
O -2.2272 -0.4026 -0.7118
H 0.4436 1.2771 3.4896
H -0.9879 4.7589 1.3142
H -2.7947 6.0265 0.1384
H -4.5752 4.7881 -1.0598
H -4.5938 2.3017 -1.0116
*
```

## Properties
Gap between HOMO and LUMO (alpha / beta) in eV: 5.1892 / 5.1900

***

Entry 5:
# C21H14Br2N5OS2Sr

A structure of composition C21H14Br2N5OS2Sr in a non-equilibrium geometry (ωB97M-V/def2-TZVPD, the Open Molecules 2025 dataset).

```
! RIJCOSX wB97M-V def2-TZVPD def2/J DEFGRID3
* xyz -1 1
Sr -0.1838 0.6585 0.4918
S -0.9753 2.1023 -2.0786
C 0.5497 2.7983 -1.9843
S 1.7903 2.3469 -0.8960
C 0.7156 3.8694 -2.8471
C 1.8223 3.9730 -3.7144
N 2.7986 4.0888 -4.3675
C -0.1160 4.9790 -2.9500
N -0.6715 5.9762 -3.1560
Br -2.5796 -4.9676 4.8787
C -2.0978 -3.3086 3.9454
C -0.7443 -3.1043 3.5840
C -0.3210 -2.0816 2.7275
C -1.2798 -1.2650 2.1394
C -2.5864 -1.3995 2.3943
C -3.0008 -2.4291 3.3428
H -0.0437 -3.9462 3.7575
H 0.7585 -1.8944 2.6082
H -3.3388 -0.7386 1.9446
H -4.0367 -2.5661 3.5821
Br -4.2312 3.3057 4.4039
C -2.8871 3.4360 3.0820
C -2.9534 4.5192 2.2172
C -1.8775 4.7049 1.3313
C -0.8920 3.7796 1.2355
N -0.9041 2.6305 2.0180
C -1.9067 2.4524 2.8745
H -3.7442 5.2265 2.2889
H -1.8342 5.5997 0.6565
H -0.0725 3.8228 0.4749
H -1.8923 1.5929 3.4869
N 4.1416 -3.3645 -4.3578
C 3.4482 -4.0000 -3.3897
O 3.7331 -5.2002 -3.0807
C 2.5204 -3.2217 -2.5892
C 1.7079 -3.9360 -1.7016
C 0.8369 -3.2141 -0.8835
N 0.9278 -1.8343 -0.7908
C 1.6921 -1.2097 -1.6111
C 2.3832 -1.8412 -2.6362
H 4.8462 -3.8607 -4.9056
H 3.9374 -2.5059 -4.7977
H 1.8179 -4.9476 -1.3628
H 0.1913 -3.6988 -0.2641
H 1.6487 -0.1004 -1.6860
H 2.9033 -1.2265 -3.4151
*
```

## Properties
Gap between HOMO and LUMO (alpha / beta) in eV: 5.7262 / 5.7256

***

Entry 6:
# C21H14Cl2FeN4O2S

A structure of composition C21H14Cl2FeN4O2S (ωB97M-V/def2-TZVPD, the Open Molecules 2025 dataset).

```
! RIJCOSX wB97M-V def2-TZVPD def2/J DEFGRID3
* xyz 1 6
Fe 0.8791 -1.6522 -0.5303
S -2.3262 3.9755 3.3089
N -0.8144 3.4205 3.3488
C -0.7724 2.3748 2.5407
C 0.3992 1.5579 2.2842
C 1.6359 1.7412 2.9079
C 2.6705 0.8859 2.6031
C 2.4637 -0.1133 1.6561
N 1.2998 -0.2800 1.0392
C 0.2667 0.5233 1.3629
C -1.0214 0.2255 0.7289
N -1.0465 -0.8315 -0.1009
C -2.1984 -1.2026 -0.6460
C -3.3841 -0.5118 -0.4095
C -3.3668 0.5914 0.4161
C -2.1629 0.9730 1.0103
C -2.0161 2.0927 1.9210
N -2.9778 2.9301 2.2708
H 1.7542 2.5397 3.6286
H 3.6371 0.9809 3.0757
H 3.2594 -0.7947 1.3837
H -2.1654 -2.0758 -1.2846
H -4.2997 -0.8511 -0.8721
H -4.2653 1.1573 0.6249
Cl -0.7368 -5.7900 0.9289
C 0.6012 -5.5165 -0.2153
C 0.7440 -4.0330 -0.4034
O -0.0390 -3.3990 -1.1786
O 1.6304 -3.3837 0.2408
H 0.3429 -5.9929 -1.1558
H 1.5064 -5.9352 0.2102
Cl 3.4365 1.3692 -1.2185
C 1.7705 1.4794 -1.6738
C 1.1066 2.6726 -1.4770
C -0.2074 2.8135 -1.9094
C -0.8424 1.7642 -2.5745
C -0.1835 0.5719 -2.7588
C 1.1361 0.3623 -2.2783
C 1.7665 -0.9048 -2.4290
H 1.6267 3.4992 -1.0123
H -0.7191 3.7550 -1.7606
H -1.8472 1.8922 -2.9548
H -0.6662 -0.2450 -3.2828
H 2.8346 -1.0031 -2.2872
H 1.2913 -1.6329 -3.0781
*
```

## Properties
⟨S²⟩: 8.796
Gap between HOMO and LUMO (alpha / beta) in eV: 7.2632 / 7.2862

***

Entry 7:
# C21H14F10N3RuS5

A structure of composition C21H14F10N3RuS5 (ωB97M-V/def2-TZVPD, the Open Molecules 2025 dataset).

```
! RIJCOSX wB97M-V def2-TZVPD def2/J DEFGRID3
* xyz 1 1
Ru -0.0724 -1.1322 0.0213
C -0.4366 -4.0587 -0.6748
N -0.6446 -2.6901 -1.2005
C 0.1520 -2.4992 -2.4540
C 1.5746 -2.1371 -2.0707
N 1.4702 -1.1445 -0.9937
C 2.3474 -0.0393 -0.9291
C 3.4868 -0.0604 -0.1322
F 3.8222 -1.1808 0.4990
C 4.2828 1.0629 0.0113
F 5.3601 1.0260 0.7776
C 3.9451 2.2317 -0.6561
F 4.6957 3.3087 -0.5212
C 2.8233 2.2712 -1.4730
F 2.4978 3.3891 -2.1096
C 2.0465 1.1376 -1.6068
F 0.9588 1.1761 -2.3901
C -2.1011 -2.4592 -1.4374
C -2.3748 -0.9821 -1.6674
N -1.5236 -0.2438 -0.7293
C -1.5898 1.1521 -0.5975
C -2.4697 2.0162 -1.2430
F -3.3842 1.5534 -2.0993
C -2.4249 3.3862 -1.0248
F -3.2777 4.1706 -1.6615
C -1.4989 3.9410 -0.1562
F -1.4609 5.2469 0.0391
C -0.6065 3.1084 0.5032
F 0.3003 3.5961 1.3347
C -0.6794 1.7566 0.2641
F 0.2104 0.9320 0.9121
H -0.7988 -4.7886 -1.4015
H 0.6217 -4.2237 -0.4877
H -0.9830 -4.1772 0.2575
H 0.0954 -3.4004 -3.0675
H -0.2843 -1.6683 -3.0061
H 2.1365 -3.0077 -1.7236
H 2.1073 -1.7208 -2.9263
H -2.4441 -3.0661 -2.2791
H -2.6121 -2.7944 -0.5350
H -2.1599 -0.6758 -2.6941
H -3.4302 -0.7812 -1.4848
C -2.8983 0.7508 3.2101
S -2.2556 -0.6430 4.1719
C -0.5329 -0.3407 3.9783
C 0.2884 -0.9719 3.1162
S -0.2007 -2.1985 1.9602
S 1.9725 -0.5165 3.1603
C 1.8220 0.7719 4.3333
S 3.0611 1.7021 4.8056
S 0.2109 0.8565 4.9999
H -3.9792 0.7422 3.3397
H -2.6626 0.6231 2.1547
H -2.5029 1.6931 3.5842
*
```

## Properties
Gap between HOMO and LUMO in eV: 6.3671

***

Entry 8:
# C21H15AuF3IN4O5S2

A structure of composition C21H15AuF3IN4O5S2 (ωB97M-V/def2-TZVPD, the Open Molecules 2025 dataset).

```
! RIJCOSX wB97M-V def2-TZVPD def2/J DEFGRID3
* xyz -2 1
Au -0.5823 2.1180 -1.0620
S 1.8349 1.6733 -0.7264
C 1.7311 0.4621 0.4853
N 2.6426 -0.3943 0.8149
N 3.8079 -0.2889 0.1162
C 4.7867 -1.2341 0.2617
C 4.6908 -2.2680 1.2021
C 5.7259 -3.1786 1.3302
C 6.8680 -3.1008 0.5439
C 6.9564 -2.0791 -0.3961
C 5.9371 -1.1582 -0.5403
N 0.5510 0.2022 1.3172
N -0.3935 0.9628 1.1201
C -1.5547 0.6878 1.9188
C -1.4713 0.0979 3.1740
C -2.6407 -0.1336 3.8808
C -3.8702 0.2122 3.3297
C -3.9353 0.8094 2.0791
C -2.7706 1.0720 1.3718
H 3.8193 0.3575 -0.6666
H 3.8008 -2.3384 1.8093
H 5.6293 -3.9718 2.0632
H 7.6683 -3.8210 0.6563
H 7.8324 -1.9968 -1.0295
H 6.0169 -0.3658 -1.2756
H -0.5027 -0.1800 3.5659
H -2.5933 -0.5900 4.8626
H -4.7811 0.0214 3.8855
H -4.8861 1.0855 1.6426
H -2.8072 1.5745 0.4124
F -4.3586 5.4270 -2.3191
C -3.1027 5.2951 -2.7778
F -2.8613 6.3774 -3.5487
F -3.0738 4.2304 -3.5761
S -1.8792 5.1602 -1.3959
O -2.4804 4.1608 -0.5346
O -1.8414 6.5073 -0.8702
O -0.6792 4.7067 -2.0664
I -0.2547 -5.3033 -0.4702
C -1.1510 -3.4736 -0.9542
C -0.3568 -2.4094 -1.3496
C -0.9637 -1.2032 -1.6729
C -2.3435 -1.0483 -1.5866
C -3.1132 -2.1316 -1.1797
C -2.5288 -3.3494 -0.8677
C -3.0298 0.2980 -1.8944
O -4.2534 0.3316 -1.7269
O -2.2791 1.2277 -2.3156
H 0.7200 -2.5073 -1.3959
H -0.3633 -0.3582 -1.9863
H -4.1833 -1.9853 -1.1064
H -3.1335 -4.1900 -0.5521
*
```

## Properties
Gap between HOMO and LUMO in eV: 6.0700